{
  "formula": "C33H75N3O9",
  "method": "wB97M-V/def2-TZVPD",
  "elements": ["C", "C", "C", "C", "C", "C", "C", "C", "C", "N", "O", "H", "H", "H", "H", "H", "H", "H", "H", "H", "H", "H", "H", "H", "H", "H", "H", "H", "H", "H", "C", "C", "C", "C", "C", "C", "C", "C", "C", "N", "O", "H", "H", "H", "H", "H", "H", "H", "H", "H", "H", "H", "H", "H", "H", "H", "H", "H", "H", "H", "C", "C", "C", "C", "C", "C", "C", "C", "C", "N", "O", "H", "H", "H", "H", "H", "H", "H", "H", "H", "H", "H", "H", "H", "H", "H", "H", "H", "H", "H", "O", "C", "C", "O", "H", "H", "H", "H", "H", "H", "O", "C", "C", "O", "H", "H", "H", "H", "H", "H", "O", "C", "C", "O", "H", "H", "H", "H", "H", "H"],
  "xyz": [[-2.77087, 5.85761, -2.06937], [-1.26193, 5.33909, -1.86381], [-1.21808, 4.40337, -0.63890], [-0.70262, 4.68897, -3.16922], [0.75752, 4.83804, -3.60281], [1.34620, 6.18914, -3.23075], [1.00122, 6.75082, -1.85327], [1.83798, 6.02107, -0.78800], [1.34338, 8.28441, -1.96980], [-0.46621, 6.57864, -1.52988], [-0.94854, 7.30413, -0.47300], [-2.69262, 6.75168, -2.68793], [-3.18751, 5.10852, -2.74270], [-3.37799, 5.94413, -1.16825], [-1.37674, 4.91949, 0.30797], [-1.87500, 3.53758, -0.72232], [-0.23905, 3.94632, -0.49500], [-0.89493, 3.61728, -3.22016], [-1.30293, 5.16604, -3.94391], [1.33488, 4.10468, -3.03982], [0.91018, 4.63651, -4.66308], [0.84212, 6.86349, -3.92304], [2.43258, 6.10049, -3.23243], [1.44588, 6.49119, 0.11386], [2.92157, 6.13769, -0.76984], [1.61514, 4.97223, -0.59213], [0.69661, 8.69340, -2.74602], [2.38112, 8.52531, -2.20040], [1.16966, 8.87725, -1.07177], [-0.58236, 6.88763, 0.31060], [2.08076, -8.08119, 1.59125], [1.47156, -6.72088, 1.31723], [2.02447, -5.79365, 2.46477], [1.90817, -6.22161, -0.11346], [1.29246, -4.88694, -0.54243], [-0.28135, -4.98931, -0.62591], [-0.82514, -5.58225, 0.77488], [-1.17399, -4.38864, 1.75241], [-2.10004, -6.27983, 0.34427], [-0.02878, -6.69993, 1.32275], [-0.60957, -7.32915, 2.60096], [3.16531, -7.99372, 1.52643], [1.94529, -8.38872, 2.62816], [1.59324, -8.78192, 0.91346], [1.63200, -6.17135, 3.40892], [3.11099, -5.73144, 2.40388], [1.72993, -4.77927, 2.19576], [2.99636, -6.22567, -0.17611], [1.68568, -7.02898, -0.81113], [1.64442, -4.19000, 0.21816], [1.67319, -4.53277, -1.50040], [-0.57011, -5.66395, -1.43188], [-0.61508, -3.97151, -0.82791], [-2.17605, -4.01532, 1.54121], [-0.46894, -3.56781, 1.62114], [-1.15395, -4.68381, 2.80149], [-1.73941, -7.11865, -0.25107], [-2.77606, -5.73663, -0.31606], [-2.77579, -6.53849, 1.15947], [-1.00135, -8.11060, 2.20415], [5.17387, 0.89729, 4.65157], [4.11706, 1.92088, 4.16307], [3.35425, 2.52488, 5.43498], [4.86434, 3.02753, 3.48824], [3.93250, 3.96613, 2.58318], [3.22341, 3.12565, 1.61363], [2.30592, 1.99947, 2.32119], [1.09327, 2.66552, 2.98684], [2.00132, 1.13044, 1.09218], [3.22728, 1.26771, 3.28160], [2.54186, 0.03767, 3.68993], [6.06051, 1.35794, 5.08721], [4.72496, 0.19310, 5.35206], [5.66673, 0.48654, 3.77039], [2.55885, 3.21116, 5.14437], [2.82417, 1.70269, 5.91573], [4.11841, 2.94287, 6.09030], [5.21621, 3.78876, 4.18452], [5.66937, 2.54907, 2.93048], [3.38025, 4.66005, 3.21690], [4.63672, 4.61497, 2.06243], [3.95146, 2.66880, 0.94330], [2.57961, 3.91540, 1.22645], [0.29349, 2.82998, 2.26476], [1.35257, 3.61338, 3.45847], [0.74032, 2.01750, 3.78908], [1.39512, 1.60484, 0.32045], [1.36712, 0.30637, 1.41897], [2.82696, 0.70235, 0.52370], [2.78164, -0.54165, 2.96296], [-0.68849, 0.34175, -0.65669], [-2.10004, 0.18327, -0.39724], [-2.73778, -1.27719, -0.50308], [-3.79249, -0.97452, 0.41411], [-0.69935, 0.29257, -1.61537], [-2.18299, 0.47935, 0.64849], [-2.49154, 0.98722, -1.02052], [-1.98402, -2.01321, -0.22336], [-3.00181, -1.60206, -1.50948], [-4.54137, -1.32208, -0.07577], [-7.53063, -1.74540, 0.02938], [-7.52052, -1.17574, -1.30070], [-6.78812, -1.85664, -2.48360], [-5.59900, -2.39273, -1.92371], [-6.63109, -1.95812, 0.28860], [-8.47179, -0.81655, -1.69336], [-6.97763, -0.24054, -1.16365], [-6.67320, -1.26220, -3.38998], [-7.40199, -2.73024, -2.70290], [-5.25874, -2.99366, -2.59058], [-1.38714, -5.35906, -5.15031], [-1.42148, -3.96608, -5.11410], [-1.37065, -3.41714, -3.70175], [-2.55647, -3.87045, -3.04355], [-1.47470, -5.73025, -6.03130], [-0.69949, -3.53199, -5.80576], [-2.29778, -3.60921, -5.65525], [-1.34177, -2.32755, -3.69325], [-0.45237, -3.81758, -3.27220], [-2.70216, -4.81324, -3.15087]],
  "forces_ev_per_angstrom": [[1.82, -1.31, -1.10], [0.17, 1.25, 1.73], [0.65, -0.62, -0.18], [-0.67, 0.67, -0.67], [0.47, -0.13, 2.11], [-1.46, -0.16, -0.23], [-0.07, -0.34, 0.33], [-0.66, 0.67, 1.33], [-0.52, -0.36, 0.64], [1.05, -0.41, -3.25], [0.02, 0.22, 0.35], [-0.22, 0.28, 0.46], [-0.54, -0.18, 0.20], [0.33, 0.20, -0.09], [-0.55, 0.12, -0.12], [-0.42, 0.20, 0.03], [0.30, 0.01, -0.33], [-0.55, 0.01, 0.32], [-0.13, -0.13, -0.30], [0.13, -0.41, -0.12], [-0.23, -0.03, 0.04], [0.89, 0.49, -0.44], [0.00, 0.62, -0.69], [0.51, 0.10, 0.65], [-0.02, 0.27, -0.38], [-0.09, -0.13, -0.78], [0.08, 0.04, -0.02], [0.12, -0.61, -0.35], [-0.37, -0.35, 0.26], [-0.01, -0.07, 0.67], [-0.73, 0.03, 0.09], [-0.03, 1.91, 0.98], [-0.30, 0.15, -1.86], [-0.24, -0.76, 0.29], [-0.66, -0.83, 0.15], [2.54, -0.56, 2.15], [-1.35, 1.25, -0.25], [0.62, -0.67, -0.41], [-1.04, -0.22, -0.33], [1.07, -1.52, 0.30], [1.13, 1.87, -2.11], [-0.02, -0.21, -0.69], [-0.51, -0.05, -0.04], [0.56, -0.45, 0.00], [0.19, 0.42, 0.03], [0.15, -0.48, 0.40], [-0.44, 0.14, 0.72], [0.19, 0.45, 0.43], [-0.57, -0.06, -0.18], [-0.47, 0.51, -0.10], [0.20, -0.14, -0.05], [0.09, 0.06, -0.04], [-0.68, -0.24, 0.28], [0.02, 0.02, -0.14], [0.05, 0.07, 0.06], [0.04, -0.21, -0.08], [-0.49, -0.45, 0.29], [0.35, 0.71, -0.15], [0.39, -0.54, 0.25], [-0.09, -0.15, 0.01], [0.07, 0.57, -0.24], [-0.49, 0.10, 3.45], [0.47, -1.13, -0.96], [-1.25, 2.00, -1.23], [3.37, -1.02, 1.65], [-1.87, 0.14, 1.45], [2.88, 1.52, -1.17], [0.17, -0.67, 0.01], [-1.46, -1.12, 0.61], [-1.92, -0.84, -3.75], [0.85, 1.53, 0.65], [-0.39, 0.53, 0.69], [0.29, -0.29, -0.34], [-0.61, -0.81, -0.15], [0.45, 0.38, 0.03], [0.19, -0.09, 0.28], [-0.38, 0.22, 0.21], [0.67, -0.77, 0.53], [0.14, 0.52, -0.36], [-0.54, -0.41, 0.02], [0.04, 0.18, -0.21], [-0.39, 0.10, -0.26], [-0.55, -0.82, -1.41], [-0.04, 0.01, 0.02], [0.07, 0.05, -0.19], [-0.25, -0.09, -0.10], [-0.09, 0.57, 0.33], [-0.08, -0.31, -0.17], [0.53, 0.17, 0.60], [0.11, -0.20, 0.03], [-0.22, -0.86, -0.59], [1.51, -0.23, 0.08], [1.78, 3.26, 0.27], [-0.67, -1.93, -0.95], [0.86, 0.07, -0.18], [-0.34, -0.17, -0.11], [-1.28, -0.46, 0.03], [-0.16, -0.07, 0.91], [-0.77, 0.39, 0.01], [-0.70, -0.08, 0.30], [-1.00, -0.46, -1.68], [1.66, 2.11, -0.24], [-1.41, -1.95, 2.25], [0.63, 0.49, -0.51], [0.13, -0.04, -0.22], [-0.54, -0.67, 0.76], [0.17, 0.42, -0.08], [0.12, 0.43, 0.33], [-0.24, -0.10, -0.63], [0.55, -0.17, 0.20], [0.22, -1.01, 1.08], [-0.32, 1.48, -2.08], [-0.49, -1.66, -0.97], [0.02, 1.00, 0.68], [-0.03, 0.37, -0.05], [1.08, 0.03, 0.50], [-0.87, 0.05, 0.55], [-0.18, -0.12, 0.02], [0.00, 0.06, 0.55], [0.49, -0.17, -0.25]],
  "lowdin_charge": [-0.02, -0.43, -0.04, -0.12, -0.18, -0.16, -0.47, -0.04, -0.03, -0.15, 0.00, 0.08, 0.07, 0.08, 0.08, 0.07, 0.06, 0.11, 0.11, 0.10, 0.11, 0.12, 0.12, 0.07, 0.09, 0.05, 0.08, 0.08, 0.07, 0.08, -0.05, -0.50, -0.02, -0.14, -0.16, -0.10, -0.47, -0.01, -0.08, -0.06, -0.02, 0.09, 0.08, 0.09, 0.08, 0.08, 0.06, 0.11, 0.11, 0.10, 0.10, 0.10, 0.09, 0.07, 0.07, 0.08, 0.09, 0.07, 0.08, 0.08, -0.03, -0.55, -0.01, -0.12, -0.19, -0.15, -0.43, -0.02, -0.06, -0.09, -0.01, 0.08, 0.08, 0.08, 0.06, 0.07, 0.08, 0.12, 0.12, 0.11, 0.11, 0.12, 0.10, 0.08, 0.06, 0.09, 0.07, 0.07, 0.09, 0.09, -0.10, -0.20, -0.19, -0.07, 0.07, 0.12, 0.11, 0.09, 0.09, 0.04, -0.05, -0.22, -0.22, -0.08, 0.06, 0.12, 0.11, 0.12, 0.11, 0.08, -0.05, -0.29, -0.21, -0.08, 0.10, 0.12, 0.11, 0.12, 0.10, 0.08],
  "smiles": "CC1(C)CCCC(C)(C)N1O.CC1(C)CCCC(C)(C)N1O.CC1(C)CCCC(C)(C)N1O.OCCO.OCCO.OCCO",
  "total_charge": 0,
  "total_energy_ha": -2143.4182,
  "e_homo_ev": -7.92,
  "homo_lumo_gap_ev": 8.083,
  "largest_force_ev_per_a": 4.3
}